Molecular formula: C3H4N2O
Method: DFT, wB97M-V/def2-TZVPD

## Properties
- molar mass (g/mol) = 84.08
- lowest unoccupied orbital energy (eV) = 0.86
- E_HOMO (eV) = -10.3
- energy (eV) = -8200.882

Geometry as ORCA input:
```
! wB97M-V def2-TZVPD RIJCOSX def2/J DEFGRID3
* xyz 0 1
C -0.31933 0.17731 0.28482
C 0.19341 -0.81088 -0.70851
C 0.12212 -0.03679 -1.95781
H 0.51597 1.01125 2.99275
H -1.25896 0.64181 -0.04290
H -0.48801 -1.68042 -0.73142
H 1.17218 -1.13756 -0.47777
N 0.46676 0.32590 1.29074
N -0.25719 0.44846 -2.93532
O -0.14694 1.06091 2.28543
*
```

Mulliken population analysis, charges in e, atoms 1 to 5: number 1, C, carries -0.13; number 2, C, carries -0.16; number 3, C, carries 0.21; number 4, H, carries 0.38; number 5, H, carries 0.36

***

Molecular formula: C3H4N2O
Method: DFT, wB97M-V/def2-TZVPD

## Properties
- molar mass (g/mol) = 84.08
- lowest unoccupied orbital energy (eV) = 0.72
- E_HOMO (eV) = -9.3
- energy (eV) = -8200.212

Geometry as ORCA input:
```
! wB97M-V def2-TZVPD RIJCOSX def2/J DEFGRID3
* xyz 0 1
C 1.38281 0.34121 0.60004
C 0.89772 0.58756 -0.60703
C -0.55763 -0.50920 0.79541
N 0.51967 -0.32569 1.46005
N -0.55595 -0.06114 -0.45442
O -1.53025 -0.23311 -1.43056
H 2.31523 0.62860 0.81465
H 1.13419 1.28899 -1.37116
H -1.28918 -1.25694 1.18111
H -2.31660 -0.46029 -0.98810
*
```

Mulliken population analysis, charges in e, atoms 1 to 5: number 1, C, carries -0.37; number 2, C, carries -0.30; number 3, C, carries 0.02; number 4, N, carries -0.61; number 5, N, carries 0.15

***

Molecular formula: C3H4N2O
Method: DFT, wB97M-V/def2-TZVPD

## Properties
- molar mass (g/mol) = 84.08
- lowest unoccupied orbital energy (eV) = -0.15
- E_HOMO (eV) = -9.7
- energy (eV) = -8200.031

Geometry as ORCA input:
```
! wB97M-V def2-TZVPD RIJCOSX def2/J DEFGRID3
* xyz 0 1
N -1.40030 0.50291 -0.56081
C -0.34223 -0.75669 0.75405
N -0.47729 -1.90683 0.70962
O 1.91178 -1.08867 -0.40257
C 1.58003 0.05766 -0.30411
C 0.07260 0.46095 0.13925
H -2.01097 0.83100 0.20040
H -1.82317 -0.41370 -0.79446
H 2.36225 0.84850 -0.31609
H 0.12732 1.46488 0.57473
*
```

Mulliken population analysis, charges in e, atoms 1 to 5: number 1, N, carries -0.71; number 2, C, carries 0.32; number 3, N, carries -0.47; number 4, O, carries -0.37; number 5, C, carries -0.07

***

Molecular formula: C3H4N2O
Method: DFT, wB97M-V/def2-TZVPD

## Properties
- molar mass (g/mol) = 84.08
- lowest unoccupied orbital energy (eV) = 0.36
- E_HOMO (eV) = -9.5
- energy (eV) = -8200.134

Geometry as ORCA input:
```
! wB97M-V def2-TZVPD RIJCOSX def2/J DEFGRID3
* xyz 0 1
N -1.76262 1.09945 0.46742
C -0.52437 0.70227 0.09286
N -0.38410 -0.71648 0.18180
C 0.79966 -1.00277 -0.13495
C 2.09907 -0.90571 -0.32548
O 0.35464 1.45745 -0.28483
H -2.41774 0.44399 0.85958
H -1.93595 2.08654 0.53411
H 1.27126 -2.11943 -0.06044
H 2.50015 -1.04532 -1.33007
*
```

Mulliken population analysis, charges in e, atoms 1 to 5: number 1, N, carries -0.37; number 2, C, carries 0.59; number 3, N, carries -0.56; number 4, C, carries 0.51; number 5, C, carries -0.55

***

Molecular formula: C3H4N2O
Method: DFT, wB97M-V/def2-TZVPD

## Properties
- molar mass (g/mol) = 84.08
- lowest unoccupied orbital energy (eV) = 0.86
- E_HOMO (eV) = -8.4
- energy (eV) = -8202.505

Geometry as ORCA input:
```
! wB97M-V def2-TZVPD RIJCOSX def2/J DEFGRID3
* xyz 0 1
N -0.24517 0.95881 1.55293
C 0.03547 0.21365 0.41111
C 1.00466 -0.58961 -0.13847
N 0.69304 -0.81256 -1.47437
C -0.43376 -0.24696 -1.65007
O -0.89171 0.43556 -0.57452
H -1.21065 0.89941 1.86040
H 0.39501 0.87466 2.32670
H 1.69039 -1.37639 0.11655
H -1.06334 -0.37849 -2.51007
*
```

Mulliken population analysis, charges in e, atoms 1 to 5: number 1, N, carries -0.49; number 2, C, carries 0.53; number 3, C, carries -0.44; number 4, N, carries -0.50; number 5, C, carries 0.02

***

Molecular formula: C3H4N2O
Method: DFT, wB97M-V/def2-TZVPD

## Properties
- molar mass (g/mol) = 84.08
- lowest unoccupied orbital energy (eV) = 0.10
- E_HOMO (eV) = -8.5
- energy (eV) = -8198.371

Geometry as ORCA input:
```
! wB97M-V def2-TZVPD RIJCOSX def2/J DEFGRID3
* xyz 0 1
C 1.67867 0.71661 0.35468
C -0.39984 0.36791 -0.10979
C -0.72119 -1.05894 -0.05521
N -0.96825 1.33591 -0.93691
N -1.31125 1.38782 0.26073
O 2.34935 -0.04636 0.92937
H 1.68719 1.55284 -0.27991
H -1.35791 -1.27005 -0.86444
H -1.17522 -1.38012 0.85145
H 0.21845 -1.60561 -0.14998
*
```

Mulliken population analysis, charges in e, atoms 1 to 5: number 1, C, carries 0.15; number 2, C, carries 0.72; number 3, C, carries -1.15; number 4, N, carries -0.36; number 5, N, carries -0.30

***

Molecular formula: C3H4N2O
Method: DFT, wB97M-V/def2-TZVPD

## Properties
- molar mass (g/mol) = 84.08
- lowest unoccupied orbital energy (eV) = 0.85
- E_HOMO (eV) = -8.3
- energy (eV) = -8203.028

Geometry as ORCA input:
```
! wB97M-V def2-TZVPD RIJCOSX def2/J DEFGRID3
* xyz 0 1
C -0.42957 -0.00793 -0.05992
C 0.43204 1.04331 -0.04397
C 1.60292 -0.71979 -0.05457
H -2.16024 -0.89517 0.46525
H -2.29027 0.70605 0.00969
H 0.22415 2.10600 -0.01709
H 2.37535 -1.47506 -0.04596
N -1.80255 -0.16523 -0.14137
N 1.73570 0.55855 -0.04252
O 0.31249 -1.15074 -0.06954
*
```

Mulliken population analysis, charges in e, atoms 1 to 5: number 1, C, carries 0.50; number 2, C, carries -0.34; number 3, C, carries -0.02; number 4, H, carries 0.26; number 5, H, carries 0.25

***

Molecular formula: C3H4N2O
Method: DFT, wB97M-V/def2-TZVPD

## Properties
- molar mass (g/mol) = 84.08
- lowest unoccupied orbital energy (eV) = 0.21
- E_HOMO (eV) = -10.5
- energy (eV) = -8201.622

Geometry as ORCA input:
```
! wB97M-V def2-TZVPD RIJCOSX def2/J DEFGRID3
* xyz 0 1
C -1.55020 -1.10039 -1.28148
C 0.01299 -0.67634 -0.63928
C -0.03662 0.30387 0.53407
N -2.47997 -1.45909 -1.85272
N 1.21642 0.72632 1.10696
O 1.02086 -1.11326 -1.05566
H -0.65307 -0.18570 1.22497
H -0.74532 1.10421 0.10271
H 1.99952 0.72380 0.48813
H 1.21541 1.67656 1.37229
*
```

Mulliken population analysis, charges in e, atoms 1 to 5: number 1, C, carries 0.11; number 2, C, carries 0.54; number 3, C, carries -0.41; number 4, N, carries -0.34; number 5, N, carries -0.56

***

Molecular formula: C3H4N2O
Method: DFT, wB97M-V/def2-TZVPD

## Properties
- molar mass (g/mol) = 84.08
- lowest unoccupied orbital energy (eV) = 0.58
- E_HOMO (eV) = -9.9
- energy (eV) = -8201.217

Geometry as ORCA input:
```
! wB97M-V def2-TZVPD RIJCOSX def2/J DEFGRID3
* xyz 0 1
N -0.61383 -1.64459 -0.36099
C 0.16331 -0.56143 -0.62282
N 1.27491 -0.11651 -0.99178
C 0.22110 0.89074 -0.49710
C 0.15749 1.27951 0.93283
O 0.17159 0.43104 1.80260
H -0.39930 -2.51224 -0.82388
H -0.85723 -1.73341 0.61955
H -0.09968 1.62421 -1.24174
H -0.01836 2.34266 1.18333
*
```

Mulliken population analysis, charges in e, atoms 1 to 5: number 1, N, carries -0.45; number 2, C, carries 0.39; number 3, N, carries -0.49; number 4, C, carries -0.13; number 5, C, carries -0.05

***

Molecular formula: C3H4N2O
Method: DFT, wB97M-V/def2-TZVPD

## Properties
- molar mass (g/mol) = 84.08
- lowest unoccupied orbital energy (eV) = 0.20
- E_HOMO (eV) = -8.1
- energy (eV) = -8199.261

Geometry as ORCA input:
```
! wB97M-V def2-TZVPD RIJCOSX def2/J DEFGRID3
* xyz 0 1
O -0.01557 1.99389 -0.85044
C 0.05315 0.70671 -0.83134
C 0.87675 -0.35253 -0.85332
N 0.82982 -1.05943 0.30571
C -0.29286 -0.93596 1.01405
N -1.15551 0.02617 0.85945
H 0.85199 2.43422 -0.89407
H 1.37656 -0.81974 -1.72019
H -0.45639 -1.77391 1.69010
H -2.06794 -0.21942 1.28005
*
```

Mulliken population analysis, charges in e, atoms 1 to 5: number 1, O, carries -0.40; number 2, C, carries 0.53; number 3, C, carries -0.37; number 4, N, carries -0.59; number 5, C, carries 0.09

***

Molecular formula: C3H4N2O
Method: DFT, wB97M-V/def2-TZVPD

## Properties
- molar mass (g/mol) = 84.08
- lowest unoccupied orbital energy (eV) = 0.58
- E_HOMO (eV) = -9.1
- energy (eV) = -8201.391

Geometry as ORCA input:
```
! wB97M-V def2-TZVPD RIJCOSX def2/J DEFGRID3
* xyz 0 1
N -1.47792 1.97679 0.49538
C -0.66741 1.39306 -0.19329
O 0.09673 1.02171 -0.99451
C 1.25696 -1.22906 -0.80194
C 0.53979 -1.29762 0.28270
N -0.20609 -1.15639 1.25534
H -1.90918 1.69455 1.35314
H -0.64530 -0.22974 1.14260
H 2.19597 -0.69051 -0.78144
H 0.81645 -1.48279 -1.75796
*
```

Mulliken population analysis, charges in e, atoms 1 to 5: number 1, N, carries -0.54; number 2, C, carries 0.69; number 3, O, carries -0.37; number 4, C, carries -0.79; number 5, C, carries 0.68

***

Molecular formula: C3H4N2O2
Method: DFT, wB97M-V/def2-TZVPD

## Properties
- molar mass (g/mol) = 100.08
- lowest unoccupied orbital energy (eV) = 0.75
- E_HOMO (eV) = -8.5
- energy (eV) = -10250.443

Geometry as ORCA input:
```
! wB97M-V def2-TZVPD RIJCOSX def2/J DEFGRID3
* xyz 0 1
O 2.43694 0.14419 0.17539
C 1.10009 0.07807 0.05457
N 0.33287 -0.60874 0.85462
C -0.92900 -0.33486 0.40520
O -2.03643 -0.88636 0.97918
C -0.96659 0.52353 -0.64874
N 0.45261 0.77732 -0.90131
H 2.62043 -0.26047 1.03961
H -2.18384 -1.72846 0.52804
H -1.85150 1.14754 -0.82233
H 1.02442 1.14824 -1.66424
*
```

Mulliken population analysis, charges in e, atoms 1 to 5: number 1, O, carries -0.49; number 2, C, carries 0.47; number 3, N, carries -0.62; number 4, C, carries 0.37; number 5, O, carries -0.52

***

- The highest energy belongs to which entry?
  number 6

***

- E_HOMO of number 5 (C3H4N2O)?
  -8.4 eV

***

- The highest E_HOMO belongs to which entry?
  number 10